Arrangement w

13
Properties=species:S:1:pos:R:3 method="wB97M-V/def2-TZVPD" homo_energy_ev=-8.2 multiplicity=1 gap_ev=8.8
C -0.3625 -1.7776 0.6135
C 0.4689 -0.7669 0.8008
C -0.1004 1.0393 -1.0050
N -1.2131 -1.1181 -0.3265
N -0.4748 0.0946 0.0836
O 1.7025 -0.4898 1.4103
O 0.9769 1.8132 -0.6842
H -0.3211 -2.8739 0.7911
H 0.0532 0.5931 -1.9874
H -1.0701 1.6580 -1.1439
H -2.2590 -0.8770 -0.1427
H 1.8333 0.4815 1.4293
H 0.7663 2.2238 0.1613



Arrangement x

13
Properties=species:S:1:pos:R:3 method="wB97M-V/def2-TZVPD" homo_energy_ev="-9.3 / -9.3" multiplicity=1 gap_ev="9.5 / 9.5"
N -1.1338 0.0285 -0.0483
C 0.1369 -0.6306 -0.1959
N -1.3553 1.3563 -0.3724
C 1.1051 0.0743 0.6647
C 2.4227 -0.1195 0.5739
O -2.2366 -0.8164 -0.3163
O 0.2464 -1.7874 -0.5802
H -1.8038 -1.6446 -0.6130
H -2.2167 1.6256 0.1032
H -1.5715 1.3959 -1.3690
H 0.4480 0.9457 1.0507
H 3.1253 0.5393 1.0729
H 2.8333 -0.9672 0.0297



Arrangement y

13
Properties=species:S:1:pos:R:3 method="wB97M-V/def2-TZVPD" homo_energy_ev=-10.1 multiplicity=1 gap_ev=11.0
N 0.5803 0.6393 1.8917
C 0.0415 0.3369 0.6281
O 0.9123 -0.5260 -0.0255
C -0.7865 1.2710 -0.1185
O -1.3366 0.0681 0.4723
C 0.4313 -1.2423 -1.0781
N 1.1869 -1.4308 -2.0682
H 0.7179 -0.2023 2.4412
H -0.0176 1.2798 2.3978
H -0.7404 1.2663 -1.2081
H -1.1181 2.2037 0.3385
H -0.5858 -1.6213 -0.9409
H 0.7149 -2.0426 -2.7303



Arrangement z

13
Properties=species:S:1:pos:R:3 method="wB97M-V/def2-TZVPD" homo_energy_ev=-9.4 multiplicity=1 gap_ev=10.2
C 1.5393 -0.8841 0.1438
C -1.9206 -0.2220 -0.0728
C -0.0763 1.0432 -0.0289
H 1.5744 -1.6919 -0.6998
H 2.2964 -0.0602 -0.0859
H 1.6071 -1.3279 1.2474
H -2.6528 -0.4666 0.6151
H -2.3292 -0.2757 -1.0748
H 1.5267 2.0882 0.0295
N 0.2597 -0.2639 -0.3162
N 0.4281 2.2005 -0.0556
O -0.8838 -1.1212 0.0483
O -1.3691 0.9817 0.2499



The most stable of them is arrangement y.



Arrangement w

13
Properties=species:S:1:pos:R:3 method="wB97M-V/def2-TZVPD" homo_energy_ev=-9.2 multiplicity=1 gap_ev=9.6
C -1.1518 0.6033 0.3464
N 1.2836 -0.6725 -0.2433
C 0.1366 0.7743 -0.7803
C 0.8180 -1.1020 0.8283
O -0.3280 0.2867 -1.9743
N 0.4622 -1.8953 1.6612
O 0.7714 1.8101 -0.7172
H -0.0096 0.8791 -2.6737
H 2.2154 -0.8324 -0.6069
H 0.2224 -1.7145 2.6190
H -1.8965 1.1759 -0.2109
H -0.9502 1.0856 1.2971
H -1.5734 -0.3982 0.4544



Arrangement x

13
Properties=species:S:1:pos:R:3 method="wB97M-V/def2-TZVPD" homo_energy_ev=-9.7 multiplicity=1 gap_ev=10.5
C -0.0455 0.3196 1.1368
C -0.5418 -1.0088 0.6844
C 0.5677 0.8212 -0.3460
N 0.4193 -1.5521 -0.1902
N -0.4118 1.2428 -1.1960
O -1.6979 -1.3601 0.6427
O 1.7342 1.1061 -0.4642
H 1.4036 -1.5204 0.0264
H 0.1224 -2.3054 -0.7929
H -1.3785 1.1102 -0.9477
H -0.1671 1.9799 -1.8388
H 0.8444 0.2305 1.7543
H -0.8489 0.9365 1.5312



Arrangement y

13
Properties=species:S:1:pos:R:3 method="wB97M-V/def2-TZVPD" homo_energy_ev=-10.4 multiplicity=1 gap_ev=10.8
C 2.2708 0.0992 -0.9211
O 1.8265 1.1941 -1.1750
C -1.1572 0.9415 -0.1251
N -0.9262 1.9985 -0.6678
N -1.4639 -0.1706 0.3197
C -1.9651 -0.3839 1.6173
O -2.0167 -1.4743 2.1138
H 0.6803 -2.2815 -0.5708
H 2.0869 -0.4140 0.0382
H 2.8819 -0.4646 -1.6493
H 0.0309 2.3246 -0.7662
H 0.0859 -1.8930 -0.3461
H -2.3342 0.5241 2.1323



Arrangement z

13
Properties=species:S:1:pos:R:3 method="wB97M-V/def2-TZVPD" homo_energy_ev=-10.4 multiplicity=1 gap_ev=10.8
C 0.7292 0.0379 0.0297
C -0.5239 -0.6980 0.3287
C -1.9251 -0.0760 -0.1714
H 1.8699 -1.4560 -0.1086
H 2.7904 -0.1469 -0.2326
H 1.7141 1.7191 -0.0434
H -0.6687 -0.7797 1.4772
H -0.8073 -1.7362 -0.1577
H -0.9601 1.6414 -0.2286
N 1.8642 -0.5746 -0.5471
N 0.8354 1.3274 0.1297
O -1.9679 1.3799 -0.2450
O -2.9502 -0.6384 -0.2309



The most stable of them is arrangement x.



Arrangement w

13
Properties=species:S:1:pos:R:3 method="wB97M-V/def2-TZVPD" homo_energy_ev=-9.5 multiplicity=1 gap_ev=10.2
C -1.8779 0.0037 -1.2615
O -1.3006 -0.0832 0.0410
C 0.0509 -0.0201 0.0522
N 0.9072 0.0446 -0.8384
N 0.5228 -0.0215 1.3667
C 1.8834 0.0030 1.6140
O 2.3619 0.0076 2.7243
H -2.9398 -0.2509 -1.1890
H -1.3651 -0.6960 -1.9206
H -1.7775 1.0216 -1.6484
H 1.1790 0.0018 -1.7750
H -0.0985 -0.0298 2.1593
H 2.4543 0.0193 0.6754



Arrangement x

13
Properties=species:S:1:pos:R:3 method="wB97M-V/def2-TZVPD" homo_energy_ev=-9.0 multiplicity=1 gap_ev=9.3
C 1.2151 1.0514 0.5970
C 1.5018 0.4530 -0.5014
C -0.6159 -0.7623 -0.6108
N 2.0563 0.0506 -1.5185
N -1.4364 -0.2606 0.2169
O -1.3183 -0.8112 1.4369
O -2.2546 0.7032 0.1542
H 0.9233 0.4226 1.4696
H 0.8190 1.9930 0.6478
H -0.8075 -0.8864 -1.6877
H 0.0388 -1.4906 -0.1257
H 1.3923 -0.4232 -2.1682
H -1.5140 -0.0395 2.0899



Arrangement y

13
Properties=species:S:1:pos:R:3 method="wB97M-V/def2-TZVPD" homo_energy_ev=-10.0 multiplicity=1 gap_ev=10.6
C -1.8303 -0.0926 -0.6849
O -0.6121 0.3534 -1.2737
C 0.5884 0.2683 -0.6245
N 1.7016 0.2991 -1.2221
N 0.4831 0.1875 0.7601
C 1.4392 -0.2440 1.6600
O 1.1691 -0.4098 2.8270
H -1.8821 0.0760 0.3972
H -1.9905 -1.1594 -0.8717
H -2.6336 0.4884 -1.1382
H 1.5542 0.2933 -2.2298
H -0.4186 0.3518 1.1810
H 2.4317 -0.4120 1.2196



The most stable of them is arrangement y.



Arrangement w

13
Properties=species:S:1:pos:R:3 method="wB97M-V/def2-TZVPD" homo_energy_ev=-9.7 multiplicity=1 gap_ev=10.5
O 1.9193 1.4290 0.1830
C 0.9029 0.8156 -0.0370
N -0.3895 1.3265 0.0466
C -1.6391 0.7104 0.3780
O -2.3481 0.2046 -0.4419
C 0.9918 -0.6227 -0.5364
N 0.0560 -1.4856 0.1514
H -0.3998 2.2888 0.3564
H -2.0029 1.0934 1.3507
H 0.7139 -0.6362 -1.6021
H 2.0517 -0.8673 -0.4567
H -0.4033 -2.2703 -0.2837
H 0.5470 -1.9861 0.8917



Arrangement x

13
Properties=species:S:1:pos:R:3 method="wB97M-V/def2-TZVPD" homo_energy_ev=-10.1 multiplicity=1 gap_ev=10.8
C 1.1275 -1.6887 -0.0788
O -0.2035 -1.2277 -0.2770
C -0.3405 0.1267 -0.3328
N 0.2487 0.9567 -1.0833
N -1.2880 0.5203 0.5986
C -1.6056 1.8356 0.8699
O -2.3841 2.1526 1.7383
H 1.0668 -2.7751 -0.0137
H 1.5271 -1.2821 0.8572
H 1.7887 -1.4110 -0.9050
H 0.8783 0.4994 -1.7356
H -1.7210 -0.1989 1.1619
H -1.0652 2.5388 0.2213



The most stable of them is arrangement x.